Density functional theory data (ωB97M-V/def2-TZVPD) for C30H40F8NbO22 as an isolated structure in a non-equilibrium geometry.

Values from the calculation:
Gap between HOMO and LUMO = 6.2 eV
E_HOMO = -4.785 eV
Multiplicity = 1
Charge = -1

Last column: Mulliken charge in e.
Cartesian coordinates (Å):
Nb (-0.4720, -1.8400, -2.7570)  -0.12
F (-2.4718, -0.6303, 8.6261)  -0.27
F (-3.1268, 3.7066, -8.5827)  -0.29
F (3.9474, -2.0442, 6.1682)  -0.30
F (0.5403, 0.2059, 4.2526)  -0.28
F (4.2843, -5.9205, -0.6418)  -0.28
F (-3.2806, -0.5227, 12.7539)  -0.28
F (-1.1197, -1.7852, -5.7542)  -0.37
F (-0.2864, 7.5365, -9.1823)  -0.29
O (0.1365, -3.2578, 13.4291)  -0.52
O (2.1551, -3.0207, 5.2308)  -0.31
O (-2.2104, 0.4456, 5.3845)  -0.26
O (2.8100, -9.4703, -2.8477)  -0.54
O (2.8707, 2.2075, 2.7491)  -0.36
O (3.9504, -7.7788, -1.8609)  -0.31
O (2.6232, 0.0706, 3.4319)  -0.26
O (-6.8458, 5.2093, -6.7059)  -0.53
O (-0.8901, 2.2671, 5.6674)  -0.56
O (1.7257, -7.5938, -2.1879)  -0.30
O (0.7909, -3.7728, 3.5871)  -0.51
O (-5.0138, 4.2513, -5.7789)  -0.33
O (-5.0493, 4.7035, -7.9899)  -0.35
O (-0.7006, 6.1703, -7.4486)  -0.21
O (2.9686, -3.3320, 3.1476)  -0.20
O (1.2850, 0.9988, -4.1388)  -0.28
O (-1.6879, -1.9179, 13.5029)  -0.31
O (-1.6305, 1.0992, 7.4646)  -0.28
O (-0.2945, 4.9951, -5.5574)  -0.47
O (-0.2193, -1.7255, 11.7997)  -0.31
O (4.4568, 0.6707, 2.2459)  -0.52
O (1.0595, 6.7125, -6.1440)  -0.31
C (-2.7156, 0.2040, 7.5849)  0.25
C (1.3008, 1.9340, -5.2435)  0.09
C (-0.0035, 5.8763, -6.3143)  0.59
C (-5.7392, 4.7602, -6.8155)  0.61
C (1.8705, -3.4068, 3.9535)  0.63
C (1.7176, 0.8637, 4.1704)  0.31
C (-3.2586, -1.6411, -4.3811)  -0.87
C (-0.9412, -4.0119, -3.3658)  -0.74
C (-3.7060, 4.4657, -7.6227)  0.56
C (0.5618, -2.7117, -0.9062)  -0.20
C (3.9979, -2.7327, 3.9208)  0.00
C (-1.5182, 1.3514, 6.1293)  0.66
C (2.4857, 3.0318, -5.1887)  -0.62
C (1.5831, 2.0978, 3.3395)  -0.41
C (2.8264, -8.3815, -2.3428)  0.61
C (-1.7010, -1.1696, -4.5507)  0.50
C (-1.9400, -0.6870, 12.8585)  0.32
C (1.3517, -3.2164, 0.0342)  -0.02
C (-0.5299, -2.3832, 12.9534)  0.62
C (3.6080, -6.4158, -1.7065)  0.33
C (3.5638, -3.0298, 5.3196)  0.29
C (-1.3155, -0.8700, 11.5130)  -0.23
C (-3.8278, 3.7073, -6.3412)  -0.25
C (-0.0372, 0.2771, -2.0447)  -1.10
C (-0.2658, 7.4589, -7.8307)  0.28
C (2.1399, -6.4606, -1.4364)  0.24
C (-2.6952, -0.5367, 6.2868)  -0.36
C (1.1348, 7.5162, -7.3114)  -0.46
C (0.2348, 1.3571, -3.2058)  0.07
C (3.4117, 0.9564, 2.7591)  0.53
H (-3.1756, 5.4180, -7.5325)  0.18
H (-1.7241, -0.0397, -4.7442)  -0.19
H (-3.6855, -0.8868, 5.9911)  0.28
H (0.3092, 2.5182, -5.3672)  -0.09
H (1.9647, -3.6738, 0.8986)  0.10
H (-3.9761, -0.7443, -4.3106)  0.27
H (1.0869, -1.9189, -3.7012)  0.02
H (-2.9721, 3.8635, -5.6818)  0.15
H (3.8824, -5.8629, -2.6096)  0.27
H (-0.9343, 8.2138, -7.4057)  0.31
H (2.0708, 3.9959, -5.6929)  -0.05
H (1.9094, -6.6230, -0.3795)  0.23
H (-2.0099, -1.3895, 6.2979)  0.28
H (1.3488, 2.9793, 3.9382)  0.26
H (-2.0513, -4.2675, -3.1221)  0.23
H (2.1164, 1.0390, 5.1742)  0.31
H (0.5847, 2.3334, -2.6685)  0.27
H (-0.2513, -4.7858, -2.8790)  0.00
H (-1.9832, -1.3622, 10.8012)  0.16
H (-0.7677, 1.6542, -3.7193)  0.04
H (3.3857, 2.7240, -5.8567)  0.28
H (1.4475, 8.5331, -7.0681)  0.26
H (2.8010, 3.3490, -4.1307)  0.25
H (-3.3503, -2.3013, -3.4307)  0.17
H (-3.6368, 0.7652, 7.7678)  0.27
H (0.8723, 0.2654, -1.3182)  0.33
H (1.6274, -5.5572, -1.7720)  -0.31
H (1.4217, 1.3257, -6.2282)  0.31
H (-0.8837, -4.0397, -4.5293)  0.28
H (3.9024, -3.9985, 5.6995)  0.28
H (-3.5064, -2.3001, -5.3057)  0.29
H (-3.9594, 2.6326, -6.4973)  0.24
H (1.8602, 7.0818, -8.0053)  0.29
H (-0.9514, 0.6336, -1.4177)  0.20
H (0.8298, 1.9970, 2.5529)  0.30
H (4.0331, -1.6619, 3.7081)  -0.11
H (4.9704, -3.1688, 3.6858)  0.31
H (-2.0179, -1.7845, -1.7461)  0.03
H (-0.9751, 0.0723, 11.0803)  0.26
H (-1.5112, 0.1303, 13.4461)  0.29

Cartesian forces (eV/Å) of the 2 atoms listed first:
0.508 -0.767 -0.219
-0.090 0.017 0.256